one) {"formula": "C4H4N2O", "method": "ωB97M-V with the def2-TZVPD basis set", "species": ["O", "C", "C", "C", "N", "C", "N", "H", "H", "H", "H"], "xyz": [[2.130, -1.425, 0.206], [1.142, -0.711, 0.137], [1.061, 0.718, 0.013], [-0.104, 1.366, -0.208], [-1.341, 0.792, -0.313], [-1.309, -0.570, -0.281], [-0.088, -1.357, -0.039], [2.009, 1.242, 0.084], [-0.141, 2.448, -0.325], [-1.091, -1.400, 1.092], [-2.268, -1.102, -0.365]], "mulliken_charge": [-0.575, 0.492, -0.299, -0.047, -0.527, -0.297, -0.395, 0.358, 0.395, 0.441, 0.455], "gap_ev": 8.245, "charge": 0, "lumo_energy_ev": -1.207}

---

two) {"formula": "C4H4N2O", "method": "ωB97M-V with the def2-TZVPD basis set", "species": ["C", "N", "N", "C", "C", "O", "C", "H", "H", "H", "H"], "xyz": [[0.360, 1.298, -0.059], [1.563, 0.878, 0.395], [1.849, -0.484, 0.253], [0.774, -1.168, -0.032], [-0.589, -0.769, -0.019], [-0.922, -0.115, 1.018], [-0.903, 0.697, -0.192], [0.522, 2.540, -0.104], [0.597, -2.329, -0.260], [-1.256, -1.486, -0.523], [-1.993, 0.938, -0.476]], "mulliken_charge": [-0.072, -0.408, -0.397, -0.057, 0.244, -0.339, -0.201, 0.274, 0.206, 0.388, 0.362], "gap_ev": 9.619, "charge": 0, "smiles": "C1=NN=C[C@H]2O[C@@H]12", "lumo_energy_ev": -0.062}

---

three) {"formula": "C4H4N2O", "method": "ωB97M-V with the def2-TZVPD basis set", "species": ["O", "C", "C", "C", "N", "C", "N", "H", "H", "H", "H"], "xyz": [[1.524, -0.353, -2.356], [1.189, 0.025, -1.267], [-0.163, 0.181, -0.683], [-0.854, -0.955, -0.298], [-1.190, -0.913, 1.023], [-0.737, 0.248, 1.446], [-0.152, 0.956, 0.466], [1.914, 0.170, -0.435], [-1.037, -1.840, -0.894], [-0.734, 0.597, 2.466], [0.238, 1.884, 0.530]], "mulliken_charge": [-0.464, 0.049, 0.147, -0.272, -0.550, -0.106, -0.073, 0.292, 0.417, 0.364, 0.197], "gap_ev": 9.826, "charge": 0, "smiles": "O=Cc1cnc[nH]1", "lumo_energy_ev": 0.367}

---

Order from most stable to least stable according to the calculation: three), one), two)

---

one) {"formula": "C4H12N4", "method": "ωB97M-V with the def2-TZVPD basis set", "species": ["H", "N", "C", "N", "C", "N", "C", "C", "N", "H", "H", "H", "H", "H", "H", "H", "H", "H", "H", "H"], "xyz": [[-0.636, 1.473, -1.667], [-0.454, 0.690, -2.299], [-0.044, -0.361, -1.670], [0.298, -1.451, -2.419], [0.223, -0.486, -0.080], [1.675, -0.665, 0.053], [-0.377, 0.690, 0.700], [-0.007, 0.539, 2.252], [-1.829, 0.782, 0.609], [1.075, -1.977, -2.029], [0.396, -1.227, -3.403], [-0.261, -1.421, 0.227], [2.145, 0.210, -0.176], [1.910, -0.891, 1.017], [0.057, 1.638, 0.366], [1.058, 0.731, 2.413], [-0.560, 1.278, 2.843], [-0.256, -0.455, 2.639], [-2.274, -0.060, 0.971], [-2.140, 0.963, -0.347]], "mulliken_charge": [0.273, -0.864, 0.425, -0.500, 0.269, -0.698, -0.155, -1.617, -0.629, 0.264, 0.289, 0.288, 0.264, 0.270, 0.392, 0.394, 0.396, 0.365, 0.266, 0.309], "gap_ev": 9.973, "charge": 0, "smiles": "[H]/N=C(/N)[C@@H](N)[C@H](C)N", "lumo_energy_ev": 0.940}

---

two) {"formula": "C4H12N4", "method": "ωB97M-V with the def2-TZVPD basis set", "species": ["C", "C", "C", "N", "C", "N", "N", "N", "H", "H", "H", "H", "H", "H", "H", "H", "H", "H", "H", "H"], "xyz": [[0.635, 0.842, 0.565], [1.738, 0.584, 1.538], [-2.466, -0.969, -0.358], [-0.275, -0.113, 0.415], [-1.389, 0.078, -0.453], [-0.123, -1.473, 0.854], [1.851, 0.743, -1.497], [-1.372, 1.077, -1.228], [1.128, 1.296, -0.666], [0.600, -1.904, 0.282], [0.187, -1.469, 1.819], [2.608, 1.418, -1.591], [1.245, 0.859, -2.307], [-2.219, 1.137, -1.786], [2.267, -0.360, 1.372], [1.319, 0.570, 2.549], [2.462, 1.395, 1.494], [-2.726, -1.165, 0.681], [-3.349, -0.634, -0.899], [-2.123, -1.911, -0.786]], "mulliken_charge": [-0.066, -1.252, -1.129, 0.379, 0.593, -0.680, -0.792, -0.631, 0.326, 0.254, 0.255, 0.230, 0.243, 0.227, 0.333, 0.393, 0.345, 0.299, 0.408, 0.267], "gap_ev": 8.642, "charge": 0, "lumo_energy_ev": 0.875}

---

Order from most stable to least stable according to the calculation: one), two)

---

one) {"formula": "C4H12N4", "method": "ωB97M-V with the def2-TZVPD basis set", "species": ["C", "C", "C", "C", "H", "H", "H", "H", "H", "H", "H", "H", "H", "H", "H", "H", "N", "N", "N", "N"], "xyz": [[3.151, -0.940, 0.073], [-0.504, -0.331, -0.263], [-0.851, 1.065, -0.090], [-2.570, -0.781, 0.308], [3.336, -1.696, 0.966], [3.562, 0.497, 0.129], [3.672, -1.591, -0.659], [1.624, 0.880, 0.002], [-1.727, 1.369, -0.564], [-1.080, 1.173, 0.914], [0.353, 2.819, 0.611], [0.555, 2.102, -1.295], [-1.610, -2.026, -0.521], [-3.319, -1.682, 0.316], [-2.286, -0.425, 1.512], [-3.244, 0.203, -0.264], [1.674, -0.374, -0.246], [0.505, -1.052, -0.100], [0.432, 1.892, -0.169], [-1.672, -1.104, -0.660]], "mulliken_charge": [-0.562, 0.428, -0.812, -0.797, 0.189, 0.180, 0.227, 0.462, 0.391, 0.347, 0.292, 0.339, 0.278, 0.355, 0.155, 0.173, -0.206, -0.545, -0.700, -0.194], "gap_ev": 7.312, "charge": 0, "lumo_energy_ev": 0.370}

---

two) {"formula": "C4H12N4", "method": "ωB97M-V with the def2-TZVPD basis set", "species": ["H", "N", "N", "N", "H", "H", "C", "C", "C", "N", "C", "H", "H", "H", "H", "H", "H", "H", "H", "H"], "xyz": [[-1.576, 2.181, 2.406], [-0.543, 2.281, 2.292], [0.051, 1.267, 1.941], [-0.512, 0.041, 2.069], [-1.522, -0.046, 2.217], [0.084, -0.762, 1.955], [-0.347, 1.514, -0.777], [-0.023, 0.228, -1.012], [-1.058, -0.816, -1.314], [1.298, -0.178, -1.007], [1.700, -1.519, -0.653], [-1.367, 1.845, -0.872], [0.406, 2.281, -0.706], [-2.044, -0.360, -1.342], [-1.065, -1.604, -0.562], [-0.858, -1.274, -2.283], [1.911, 0.535, -0.637], [2.762, -1.627, -0.877], [1.154, -2.242, -1.252], [1.550, -1.747, 0.414]], "mulliken_charge": [0.186, -0.515, 0.160, -0.263, 0.212, 0.227, -1.361, 1.146, -1.475, -0.259, -0.827, 0.306, 0.304, 0.389, 0.309, 0.363, 0.261, 0.325, 0.301, 0.211], "gap_ev": 8.494, "charge": 0, "smiles": "[H]/N=N\\N.C=C(C)NC", "lumo_energy_ev": 0.863}

---

Order from most stable to least stable according to the calculation: two), one)

---

one) {"formula": "C4H11N2", "method": "ωB97M-V with the def2-TZVPD basis set", "species": ["C", "C", "C", "N", "H", "H", "H", "H", "H", "H", "H", "C", "N", "H", "H", "H", "H"], "xyz": [[1.886, -0.299, 1.743], [0.868, -0.839, 0.746], [1.089, 0.664, -1.054], [0.343, 0.237, -0.125], [2.241, -1.108, 2.379], [2.759, 0.085, 1.214], [1.459, 0.493, 2.354], [0.007, -1.262, 1.263], [1.318, -1.620, 0.132], [2.094, 0.279, -1.219], [0.746, 1.462, -1.706], [-2.742, 0.070, -1.458], [-2.224, 0.586, -0.423], [-2.107, -0.528, -2.099], [-3.786, 0.215, -1.699], [-2.844, 1.134, 0.164], [-1.108, 0.430, -0.211]], "mulliken_charge": [-1.051, -0.487, -0.303, -0.344, 0.326, 0.338, 0.336, 0.328, 0.338, 0.301, 0.274, -0.125, -0.135, 0.267, 0.278, 0.251, 0.409], "gap_ev": 10.418, "charge": 1, "lumo_energy_ev": -4.397}

---

two) {"formula": "C4H11N2", "method": "ωB97M-V with the def2-TZVPD basis set", "species": ["C", "C", "C", "C", "N", "N", "H", "H", "H", "H", "H", "H", "H", "H", "H", "H", "H"], "xyz": [[-0.995, -1.346, -0.670], [-1.087, -1.009, 0.751], [0.369, 1.784, -0.767], [1.380, 1.693, 1.454], [-0.278, -2.336, -1.037], [0.414, 1.513, 0.655], [-0.584, -1.888, 1.237], [-2.052, -0.634, 0.983], [-0.265, -0.227, 0.856], [0.383, 0.744, -1.238], [1.253, 2.233, -1.308], [-0.398, 2.430, -0.968], [2.245, 2.181, 1.468], [1.136, 1.240, 2.477], [-1.732, -1.085, -1.459], [0.400, -2.696, -0.431], [-0.188, -2.597, -2.003]], "mulliken_charge": [0.066, -0.629, -0.602, -0.291, -0.250, -0.406, 0.321, 0.334, 0.265, 0.092, 0.332, 0.310, 0.381, 0.204, 0.379, 0.203, 0.289], "gap_ev": 8.487, "charge": 1, "lumo_energy_ev": -4.643}

---

Order from most stable to least stable according to the calculation: one), two)

---

one) {"formula": "C4H11N2", "method": "ωB97M-V with the def2-TZVPD basis set", "species": ["C", "C", "C", "C", "N", "N", "H", "H", "H", "H", "H", "H", "H", "H", "H", "H", "H"], "xyz": [[0.505, 0.503, -0.153], [1.722, 1.725, -1.870], [-0.255, -1.948, 0.998], [-1.870, -0.243, 1.464], [0.553, 1.394, -1.098], [-0.525, -0.641, 1.419], [-0.293, 1.903, -1.350], [1.447, 0.017, 0.063], [2.605, 1.249, -1.451], [1.581, 1.384, -2.898], [1.863, 2.806, -1.888], [-0.391, -2.565, 1.898], [-0.910, -2.345, 0.216], [0.795, -2.064, 0.731], [-2.506, -0.621, 0.654], [-2.256, -0.660, 2.405], [-1.947, 0.840, 1.561]], "mulliken_charge": [0.012, -0.698, -0.796, -0.774, -0.094, -0.084, 0.287, 0.198, 0.284, 0.318, 0.300, 0.379, 0.327, 0.315, 0.332, 0.365, 0.326], "gap_ev": [8.651, 8.648], "charge": 1, "lumo_energy_ev": [-5.391, -5.394]}

---

two) {"formula": "C4H11N2", "method": "ωB97M-V with the def2-TZVPD basis set", "species": ["C", "C", "C", "N", "H", "H", "H", "H", "H", "H", "H", "H", "C", "N", "H", "H", "H"], "xyz": [[-0.540, 1.440, -2.335], [-0.441, 1.424, -0.822], [-2.236, 0.599, 0.642], [-1.369, 0.408, -0.257], [-0.300, 0.472, -2.773], [-1.539, 1.726, -2.655], [0.175, 2.157, -2.728], [0.551, 1.156, -0.465], [-0.716, 2.384, -0.391], [-2.864, -0.223, 0.961], [-2.341, 1.589, 1.068], [-1.271, -0.515, -0.675], [2.166, -2.097, 0.969], [2.611, -2.039, 2.145], [2.617, -2.776, 0.254], [1.323, -1.493, 0.611], [2.101, -1.365, 2.713]], "mulliken_charge": [-1.175, -0.264, -0.108, 0.006, 0.400, 0.354, 0.335, 0.283, 0.303, 0.286, 0.256, 0.319, 0.037, -0.448, 0.294, -0.111, 0.233], "gap_ev": 7.642, "charge": 1, "lumo_energy_ev": -5.325}

---

Order from most stable to least stable according to the calculation: two), one)

---

one) {"formula": "C4H11N2", "method": "ωB97M-V with the def2-TZVPD basis set", "species": ["C", "C", "C", "C", "N", "N", "H", "H", "H", "H", "H", "H", "H", "H", "H", "H", "H"], "xyz": [[-0.183, -0.461, 1.661], [-1.018, 0.370, 1.001], [-1.553, 1.693, -0.854], [-0.686, 0.682, -0.356], [2.085, -1.591, -0.101], [0.273, 0.058, -1.005], [-0.375, -0.762, 2.781], [0.674, -0.759, 1.190], [-1.919, 0.838, 1.305], [-1.574, 2.492, -0.075], [-2.611, 1.148, -0.782], [-1.466, 2.008, -1.925], [2.974, -1.132, -0.340], [2.010, -2.326, -0.731], [1.033, -0.677, -0.659], [0.273, 0.384, -2.020], [2.065, -1.966, 0.910]], "mulliken_charge": [-0.355, -0.615, -1.207, 1.129, -0.916, -0.351, 0.255, 0.056, 0.389, 0.345, 0.344, 0.356, 0.286, 0.280, 0.458, 0.240, 0.305], "gap_ev": 10.209, "charge": 1, "lumo_energy_ev": -4.432}

---

two) {"formula": "C4H11N2", "method": "ωB97M-V with the def2-TZVPD basis set", "species": ["C", "C", "C", "N", "C", "N", "H", "H", "H", "H", "H", "H", "H", "H", "H", "H", "H"], "xyz": [[1.133, 0.808, -1.900], [-0.322, 0.754, -1.444], [-0.689, -0.489, -0.646], [-0.033, -0.467, 0.682], [-0.640, -0.457, 1.827], [-0.057, -0.729, 2.969], [1.774, 1.547, -1.417], [1.635, -0.142, -1.694], [1.231, 0.995, -2.966], [-0.610, 1.606, -0.835], [-0.980, 0.798, -2.314], [-1.767, -0.478, -0.506], [-0.348, -1.416, -1.113], [0.965, -0.638, 0.635], [-1.677, -0.145, 1.837], [-0.525, -0.534, 3.842], [0.911, -1.013, 3.046]], "mulliken_charge": [-1.090, -0.256, -0.863, -0.140, 0.274, -0.307, 0.301, 0.310, 0.316, 0.306, 0.340, 0.389, 0.362, 0.258, 0.311, 0.258, 0.230], "gap_ev": 11.682, "charge": 1, "smiles": "CCCNC=[NH2+]", "lumo_energy_ev": -3.496}

---

three) {"formula": "C4H11N2", "method": "ωB97M-V with the def2-TZVPD basis set", "species": ["C", "C", "C", "C", "N", "N", "H", "H", "H", "H", "H", "H", "H", "H", "H", "H", "H"], "xyz": [[0.253, -0.442, 0.546], [-3.284, -0.181, -0.159], [2.649, -0.150, -0.578], [-1.973, 0.493, -0.258], [-0.914, -0.088, 0.085], [1.908, 0.429, 0.554], [0.861, -1.088, -0.025], [0.164, -0.637, 1.626], [-3.720, -0.252, -1.079], [-3.249, -1.007, 0.531], [-3.939, 0.575, 0.293], [3.601, 0.423, -0.606], [2.805, -1.234, -0.472], [2.169, -0.087, -1.566], [-1.826, 1.496, -0.597], [2.484, 0.333, 1.421], [2.010, 1.416, 0.285]], "mulliken_charge": [-0.284, -1.056, -1.050, 0.049, -0.088, -0.407, 0.263, 0.361, 0.350, 0.296, 0.324, 0.361, 0.392, 0.397, 0.445, 0.320, 0.326], "gap_ev": 11.010, "charge": 1, "lumo_energy_ev": -2.971}

---

Order from most stable to least stable according to the calculation: two), one), three)